Entry 1:
A molecular structure, C36H33N6O2Ru in a non-equilibrium geometry, computed with ωB97M-V with the def2-TZVPD basis set.

```
78
Properties=species:S:1:pos:R:3:lowdin_charge:R:1
Ru -0.359 -0.109 0.072 1.1979
C -3.694 0.278 0.640 -0.1099
N -2.845 0.978 -0.308 -0.0566
C -2.824 2.427 -0.236 -0.1089
C -1.463 2.875 0.198 -0.2755
N -0.423 2.071 0.218 0.0249
C 0.665 2.856 0.537 -0.2303
C 2.015 2.532 0.611 -0.0342
C 2.894 3.544 0.934 -0.0645
C 2.443 4.840 1.202 -0.0706
C 1.106 5.181 1.134 -0.0062
C 0.224 4.173 0.768 -0.1764
N -1.136 4.144 0.542 0.1808
C -2.971 -0.898 1.212 -0.3185
N -1.778 -0.826 1.772 0.0756
C -1.543 -2.082 2.305 -0.2283
C -0.502 -2.585 3.081 -0.0131
C -0.556 -3.917 3.437 -0.0618
C -1.625 -4.743 3.085 -0.0666
C -2.703 -4.249 2.382 -0.0016
C -2.641 -2.919 2.006 -0.1834
N -3.533 -2.121 1.333 0.1900
H -4.638 -0.058 0.191 0.1339
H -3.936 0.949 1.472 0.1363
H -2.996 0.639 -1.251 0.0894
H -3.576 2.812 0.464 0.1324
H -3.034 2.868 -1.218 0.1388
H 2.335 1.520 0.407 0.0992
H 3.951 3.333 0.989 0.1113
H 3.165 5.599 1.461 0.1090
H 0.763 6.182 1.349 0.1147
H -1.756 4.939 0.593 0.1774
H 0.307 -1.958 3.417 0.1045
H 0.252 -4.335 4.018 0.1091
H -1.614 -5.779 3.386 0.1090
H -3.556 -4.862 2.136 0.1148
H -4.412 -2.419 0.946 0.1733
O 0.880 -3.983 -0.452 0.0851
C 0.716 -2.857 -0.027 -0.6046
O -0.322 -2.134 -0.215 -0.1921
C 1.759 -2.240 0.900 -0.1704
C 2.848 -3.008 1.345 0.0293
C 3.653 -2.502 2.332 0.0282
C 3.316 -1.272 2.938 -0.1439
C 3.968 -0.777 4.084 -0.0187
C 3.503 0.346 4.714 -0.0609
C 2.410 1.050 4.190 -0.0520
C 1.785 0.622 3.050 -0.0363
C 2.208 -0.553 2.404 -0.2358
N 1.498 -1.028 1.352 0.1002
H 3.009 -3.978 0.898 0.1261
H 4.510 -3.052 2.693 0.1250
H 4.813 -1.322 4.479 0.1193
H 3.961 0.681 5.632 0.1103
H 2.057 1.933 4.700 0.1116
H 0.925 1.140 2.646 0.0963
C 0.468 -1.911 -3.282 -0.0082
C -0.320 -0.598 -3.080 -0.5502
C -1.811 -0.950 -2.923 -0.0347
C 0.212 0.115 -1.895 0.0352
C -0.212 0.329 -4.292 -0.1909
C 0.155 -0.099 -5.560 -0.0197
C 0.111 0.771 -6.637 -0.0635
C -0.289 2.083 -6.463 -0.0784
C -0.639 2.524 -5.198 -0.0721
C -0.597 1.655 -4.126 -0.0523
H 0.289 -2.576 -2.442 0.0634
H 1.537 -1.721 -3.357 0.1043
H 0.132 -2.428 -4.177 0.0919
H -1.985 -1.397 -1.941 0.0655
H -2.097 -1.665 -3.688 0.0992
H -2.424 -0.061 -3.062 0.0724
H 1.269 0.401 -1.980 0.0776
H 0.464 -1.117 -5.732 0.1053
H 0.377 0.410 -7.620 0.1097
H -0.317 2.756 -7.306 0.1072
H -0.962 3.544 -5.056 0.1042
H -0.867 1.993 -3.133 0.1014
```

Results
ΔE to the lowest compared entry with this formula, charge and spin	220.0	kJ/mol
charge	+1

***

Entry 2:
C15H22Cl3N3O3S in the gas phase, computed with ωB97M-V with the def2-TZVPD basis set.

```
47
Properties=species:S:1:pos:R:3:nbo_charge:R:1
C 2.413 -3.449 2.070 -0.5990
C 1.068 -2.735 2.133 -0.3952
C 1.008 -1.562 1.156 -0.3927
C -0.366 -0.893 1.088 -0.4105
C -0.818 -0.194 2.372 -0.3856
C 0.044 1.015 2.769 -0.4985
C -0.065 2.090 1.714 0.7093
O -1.018 2.824 1.593 -0.6255
N 1.003 2.160 0.863 -0.6514
C 1.008 3.034 -0.285 0.0217
N 1.057 2.323 -1.530 -0.6094
C 0.061 1.431 -1.897 0.1900
C -1.261 1.566 -1.461 -0.2393
C -2.213 0.644 -1.852 -0.1578
C -1.857 -0.407 -2.672 -0.3762
S -3.058 -1.653 -3.057 2.3038
N -2.912 -2.639 -1.688 -1.0781
O -4.376 -1.090 -3.048 -0.9365
O -2.624 -2.418 -4.191 -0.9405
C -0.564 -0.541 -3.138 -0.1630
C 0.392 0.376 -2.755 -0.2527
C 2.207 3.993 -0.210 -0.0829
Cl 2.195 5.095 -1.595 0.0489
Cl 3.727 3.058 -0.235 -0.0031
Cl 2.143 4.922 1.297 0.0498
H 3.222 -2.766 2.320 0.1991
H 2.592 -3.839 1.070 0.2009
H 2.439 -4.280 2.771 0.2097
H 0.270 -3.440 1.893 0.1966
H 0.904 -2.378 3.151 0.1924
H 1.251 -1.928 0.155 0.2055
H 1.776 -0.834 1.428 0.1747
H -0.368 -0.169 0.271 0.2122
H -1.107 -1.655 0.835 0.2135
H -1.841 0.157 2.229 0.2201
H -0.822 -0.905 3.200 0.2060
H 1.082 0.719 2.921 0.2037
H -0.345 1.424 3.702 0.2419
H 1.771 1.514 0.959 0.4088
H 0.086 3.629 -0.217 0.2671
H 1.987 2.023 -1.796 0.3910
H -1.546 2.370 -0.802 0.2339
H -3.236 0.728 -1.525 0.2397
H -2.614 -3.568 -1.942 0.4007
H -3.775 -2.668 -1.169 0.4007
H -0.329 -1.366 -3.791 0.2432
H 1.409 0.282 -3.108 0.2130
```

Results
ΔE to the lowest compared entry with this formula, charge and spin	7.8	kJ/mol

***

Entry 3:
C6H10S in the gas phase in a non-equilibrium geometry, computed with ωB97M-V with the def2-TZVPD basis set.

```
17
Properties=species:S:1:pos:R:3:nbo_charge:R:1
C -0.193 -1.570 1.223 -0.6489
C -0.431 -0.353 0.354 0.0105
C 0.650 0.796 0.201 -0.1734
C 1.670 1.259 1.146 -0.6645
S 0.342 1.640 -1.297 0.2320
C -0.641 0.323 -2.109 -0.4854
C -1.431 -0.200 -0.867 -0.4537
H -0.994 -1.567 1.922 0.2162
H 0.758 -1.388 1.636 0.2241
H -0.397 -2.456 0.417 0.2135
H 2.628 1.409 0.714 0.2271
H 1.899 0.459 1.824 0.2175
H 1.319 1.999 1.736 0.2273
H 0.174 -0.372 -2.396 0.2137
H -1.208 0.635 -2.922 0.2257
H -1.996 -1.142 -0.951 0.2093
H -2.151 0.529 -0.632 0.2091
```

Results
ΔE to the lowest compared entry with this formula, charge and spin	276.9	kJ/mol

***

Entry 4:
C3HCl3O in the gas phase in a non-equilibrium geometry, computed with ωB97M-V with the def2-TZVPD basis set.

```
8
Properties=species:S:1:pos:R:3:nbo_charge:R:1
O -1.381 -1.235 -1.412 -0.4393
C -0.720 -0.926 -0.482 0.5637
Cl -0.740 -2.003 1.012 -0.1325
C 0.230 0.114 -0.293 -0.1782
Cl 1.410 -0.188 -1.552 0.0559
C 0.232 1.043 0.616 -0.2094
Cl 1.349 2.258 0.644 0.0942
H -0.380 0.937 1.467 0.2455
```

Results
ΔE to the lowest compared entry with this formula, charge and spin	54.1	kJ/mol

***

Entry 5:
11 unconnected molecules or ions with the total composition C56H130N6O5 in a non-equilibrium geometry, computed with ωB97M-V with the def2-TZVPD basis set.

```
197
Properties=species:S:1:pos:R:3:lowdin_charge:R:1
C -2.747 -1.387 -8.758 -0.0846
C -2.997 -0.590 -7.464 -0.2606
N -3.249 -1.438 -6.306 -0.2055
C -2.225 -2.364 -6.019 -0.2706
C -0.969 -1.743 -5.459 -0.0804
C -3.712 -0.678 -5.151 -0.2503
C -4.604 -1.487 -4.222 -0.0753
H -1.726 -1.750 -8.793 0.0650
H -2.945 -0.717 -9.594 0.0692
H -3.505 -2.166 -8.799 0.0801
H -2.179 0.133 -7.268 0.1115
H -3.893 0.009 -7.642 0.1092
H -2.547 -3.162 -5.349 0.0949
H -2.003 -2.854 -6.966 0.1036
H -0.909 -1.676 -4.371 0.0465
H -0.117 -2.402 -5.692 0.0805
H -0.715 -0.797 -5.936 0.0721
H -4.260 0.201 -5.485 0.1100
H -2.853 -0.310 -4.550 0.1117
H -4.065 -2.306 -3.722 0.0390
H -5.475 -1.936 -4.694 0.0790
H -4.905 -0.873 -3.361 0.0731
C -3.741 1.789 0.342 -0.0983
C -4.248 0.694 1.236 -0.2781
N -4.808 1.078 2.530 -0.1902
C -6.146 1.642 2.345 -0.2589
C -6.838 1.821 3.693 -0.1024
C -3.887 1.939 3.287 -0.2373
C -2.699 1.114 3.761 -0.0655
H -2.809 2.254 0.686 0.0520
H -4.451 2.594 0.173 0.0744
H -3.383 1.322 -0.585 0.0759
H -4.943 0.046 0.696 0.1118
H -3.403 0.006 1.406 0.0864
H -6.099 2.678 1.926 0.1151
H -6.709 1.095 1.592 0.1100
H -7.915 1.947 3.487 0.0761
H -6.840 0.962 4.366 0.0650
H -6.547 2.722 4.224 0.0630
H -4.453 2.309 4.136 0.1000
H -3.615 2.766 2.627 0.1051
H -2.986 0.063 3.671 0.0667
H -2.440 1.331 4.790 0.0700
H -1.859 1.248 3.074 0.0582
C 2.031 3.347 3.023 -0.0938
C 2.934 3.832 1.899 -0.2642
N 3.425 5.183 2.170 -0.1649
C 4.396 5.591 1.153 -0.2763
C 3.752 5.718 -0.203 -0.0960
C 4.112 5.111 3.470 -0.2823
C 4.614 6.446 3.952 -0.1029
H 1.345 2.563 2.727 0.0497
H 1.381 4.207 3.239 0.0927
H 2.594 3.061 3.907 0.0628
H 3.762 3.107 1.761 0.1160
H 2.301 3.852 1.013 0.0873
H 4.705 6.605 1.415 0.1051
H 5.307 4.972 1.175 0.1197
H 4.519 6.067 -0.903 0.0791
H 3.441 4.734 -0.551 0.0576
H 2.925 6.415 -0.162 0.0752
H 4.940 4.381 3.491 0.1282
H 3.348 4.830 4.194 0.0953
H 3.895 7.251 3.851 0.0808
H 5.570 6.744 3.503 0.0677
H 4.917 6.312 4.998 0.0765
C -4.291 -5.219 5.708 -0.0872
C -4.775 -3.799 5.470 -0.2821
N -5.599 -3.697 4.286 -0.1858
C -4.957 -4.046 3.061 -0.2582
C -3.669 -3.284 2.714 -0.0675
C -6.220 -2.390 4.266 -0.2779
C -7.068 -2.000 3.082 -0.0937
H -5.094 -5.932 5.842 0.0759
H -3.598 -5.218 6.559 0.0751
H -3.622 -5.513 4.892 0.0587
H -5.360 -3.483 6.335 0.1153
H -3.864 -3.167 5.472 0.1085
H -5.682 -3.907 2.262 0.1047
H -4.731 -5.114 3.045 0.1065
H -3.120 -3.858 1.953 0.0623
H -3.003 -3.127 3.555 0.0596
H -3.943 -2.390 2.140 0.0593
H -6.860 -2.346 5.166 0.1154
H -5.528 -1.556 4.527 0.1142
H -7.726 -2.807 2.739 0.0821
H -7.689 -1.131 3.300 0.0641
H -6.519 -1.706 2.177 0.0614
C 1.846 5.437 -3.966 -0.0943
C 0.796 5.976 -3.048 -0.3105
N -0.306 5.077 -2.811 -0.1875
C -1.157 4.879 -3.986 -0.2508
C -1.727 6.131 -4.693 -0.0820
C -1.025 5.473 -1.564 -0.2309
C -0.524 4.647 -0.366 -0.0722
H 1.504 5.330 -4.994 0.0682
H 2.198 4.469 -3.591 0.0768
H 2.793 5.988 -3.919 0.0747
H 1.355 6.189 -2.126 0.0999
H 0.450 6.983 -3.337 0.1113
H -0.643 4.161 -4.633 0.1063
H -2.037 4.293 -3.673 0.1077
H -2.077 5.850 -5.697 0.0722
H -2.523 6.598 -4.125 0.0674
H -0.948 6.845 -4.984 0.0599
H -2.083 5.267 -1.743 0.1052
H -0.896 6.547 -1.374 0.1103
H -0.787 5.136 0.577 0.0751
H 0.552 4.487 -0.418 0.0489
H -0.981 3.659 -0.418 0.0522
C 7.354 1.654 -1.544 -0.0757
C 6.429 1.578 -0.347 -0.2963
N 6.352 0.272 0.182 -0.2193
C 5.192 -0.030 0.974 -0.2324
C 4.712 -1.485 0.670 -0.0672
C 7.577 -0.230 0.741 -0.2384
C 8.205 0.637 1.875 -0.0744
H 8.397 1.712 -1.216 0.0711
H 7.272 2.603 -2.088 0.0747
H 7.104 0.847 -2.227 0.0635
H 6.673 2.356 0.408 0.1106
H 5.418 1.906 -0.627 0.1091
H 5.519 -0.112 2.029 0.1044
H 4.350 0.629 0.784 0.1028
H 5.420 -2.233 1.025 0.0666
H 3.736 -1.737 1.099 0.0475
H 4.576 -1.592 -0.415 0.0552
H 8.331 -0.352 -0.046 0.1083
H 7.482 -1.245 1.129 0.1063
H 8.972 1.321 1.515 0.0636
H 8.591 0.009 2.676 0.0660
H 7.429 1.258 2.336 0.0639
C -2.401 -5.446 -3.510 -0.1790
C -2.355 -4.312 -2.515 -0.1839
C -3.526 -4.678 -1.614 -0.1707
O -4.467 -5.360 -2.480 -0.1443
C -3.880 -5.690 -3.720 -0.2216
H -2.016 -6.319 -2.962 0.1211
H -1.841 -5.364 -4.441 0.1119
H -2.539 -3.318 -2.946 0.0798
H -1.364 -4.205 -2.072 0.1095
H -4.036 -3.801 -1.238 0.1142
H -3.191 -5.439 -0.905 0.1198
H -4.306 -5.027 -4.486 0.1136
H -4.091 -6.716 -4.020 0.1175
C -0.012 -4.577 2.552 -0.1839
C 0.296 -5.462 3.767 -0.1373
C 1.826 -5.204 4.017 -0.2166
O 2.224 -4.380 2.984 -0.1685
C 1.330 -4.511 1.871 -0.1782
H -0.351 -3.630 2.973 0.0908
H -0.787 -5.026 1.931 0.1105
H 0.299 -6.507 3.437 0.1053
H -0.403 -5.288 4.574 0.0997
H 2.384 -6.135 3.925 0.1127
H 1.984 -4.729 4.984 0.1111
H 1.529 -5.426 1.297 0.1306
H 1.492 -3.616 1.282 0.1023
C 0.775 -0.308 -0.602 -0.1327
C -0.364 -0.164 0.425 -0.1442
C -0.949 -1.579 0.577 -0.1893
O -0.108 -2.451 -0.173 -0.1534
C 0.394 -1.654 -1.242 -0.2059
H 1.780 -0.415 -0.181 0.0925
H 0.803 0.512 -1.319 0.1109
H -1.099 0.537 0.023 0.0881
H -0.041 0.301 1.363 0.0915
H -1.960 -1.596 0.122 0.1128
H -1.140 -1.958 1.581 0.0984
H -0.347 -1.553 -2.060 0.1067
H 1.232 -2.142 -1.750 0.1148
C 2.116 -0.201 3.538 -0.1664
C 1.387 -1.291 4.341 -0.1404
C 1.932 -1.082 5.756 -0.1793
O 3.082 -0.247 5.646 -0.1220
C 3.420 -0.122 4.288 -0.2354
H 1.575 0.730 3.636 0.0812
H 2.292 -0.501 2.505 0.0968
H 1.660 -2.250 3.901 0.0907
H 0.316 -1.092 4.268 0.1054
H 2.236 -2.024 6.221 0.1127
H 1.229 -0.567 6.410 0.1161
H 4.142 -0.896 3.979 0.1209
H 3.911 0.826 4.035 0.1109
C 5.430 -0.813 -4.302 -0.1884
C 4.163 -0.508 -3.516 -0.1552
C 3.066 -0.825 -4.563 -0.1920
O 3.694 -1.457 -5.673 -0.1288
C 4.959 -1.909 -5.250 -0.2201
H 6.294 -1.105 -3.693 0.1078
H 5.843 0.037 -4.855 0.1143
H 4.209 0.518 -3.161 0.1053
H 4.113 -1.202 -2.679 0.0896
H 2.504 0.037 -4.912 0.1149
H 2.336 -1.502 -4.088 0.1027
H 5.622 -1.986 -6.112 0.1202
H 4.945 -2.887 -4.746 0.1232
```

Results
ΔE to the lowest compared entry with this formula, charge and spin	129.3	kJ/mol

***

Entry 6:
A molecular structure, C28H42BMnN11Se in a non-equilibrium geometry, computed with ωB97M-V with the def2-TZVPD basis set.

```
84
Properties=species:S:1:pos:R:3:lowdin_spin:R:1
Mn -0.045 -0.350 -0.052 4.6568
C 2.317 -1.941 3.505 0.0002
C 1.054 -1.099 3.732 0.0006
C -0.188 -1.826 3.217 0.0091
C 1.246 0.256 3.107 0.0061
C 1.825 1.373 3.731 0.0014
C 1.851 2.347 2.761 0.0034
N 1.325 1.834 1.639 0.0028
N 0.939 0.556 1.846 0.0339
B 0.982 2.586 0.352 0.0024
N -0.565 2.558 0.200 0.0056
C -1.375 3.605 0.010 0.0045
C -2.679 3.155 0.026 0.0024
C -2.584 1.775 0.252 0.0076
N -1.298 1.430 0.342 0.0305
C -3.722 0.797 0.384 0.0008
C -3.993 0.092 -0.951 0.0006
C -3.461 -0.239 1.479 0.0053
N 1.689 1.891 -0.838 0.0064
C 2.391 2.481 -1.812 0.0057
C 2.876 1.505 -2.657 0.0028
C 2.412 0.295 -2.117 0.0094
N 1.694 0.549 -1.020 0.0334
C 2.682 -1.095 -2.617 0.0009
C 4.150 -1.236 -3.025 0.0001
C 1.766 -1.444 -3.795 0.0000
H 2.277 -2.860 4.093 0.0000
H 3.209 -1.385 3.797 0.0000
H 2.404 -2.196 2.448 0.0002
H 0.946 -0.929 4.806 0.0003
H -0.193 -1.839 2.127 0.0082
H -1.101 -1.336 3.558 0.0000
H -0.204 -2.863 3.556 0.0004
H 2.177 1.441 4.746 0.0002
H 2.215 3.361 2.797 0.0003
H 1.352 3.721 0.416 0.0000
H -0.974 4.597 -0.118 0.0004
H -3.579 3.738 -0.073 0.0003
H -4.603 1.387 0.649 0.0001
H -3.133 -0.522 -1.221 0.0007
H -4.175 0.814 -1.750 0.0000
H -4.867 -0.557 -0.870 0.0000
H -2.553 -0.797 1.248 0.0053
H -4.287 -0.949 1.540 0.0002
H -3.334 0.234 2.454 0.0000
H 2.527 3.551 -1.832 0.0005
H 3.511 1.638 -3.516 0.0003
H 2.467 -1.791 -1.803 0.0004
H 4.360 -0.633 -3.910 0.0000
H 4.379 -2.275 -3.265 0.0000
H 4.815 -0.912 -2.223 0.0000
H 1.816 -0.669 -4.564 0.0000
H 0.737 -1.541 -3.457 -0.0004
H 2.061 -2.395 -4.241 0.0000
C -2.295 -7.874 1.922 0.0002
C -1.860 -6.569 1.310 0.0009
C -2.771 -5.765 0.637 0.0004
C -2.399 -4.560 0.055 0.0036
C -3.437 -3.737 -0.657 0.0033
C -1.063 -4.143 0.148 0.0207
Se -0.548 -2.526 -0.777 0.0829
C -0.127 -4.933 0.820 0.0035
C 1.324 -4.561 0.961 0.0022
C -0.548 -6.132 1.393 0.0003
H -3.305 -8.127 1.603 0.0000
H -2.292 -7.815 3.013 0.0001
H -1.626 -8.685 1.630 0.0000
H -3.804 -6.086 0.556 0.0001
H -4.405 -4.237 -0.650 0.0002
H -3.135 -3.562 -1.691 0.0012
H -3.540 -2.760 -0.182 0.0006
H 1.616 -3.817 0.223 0.0017
H 1.953 -5.444 0.839 0.0000
H 1.515 -4.153 1.955 0.0000
H 0.189 -6.743 1.905 0.0001
N -1.309 3.043 -4.560 0.0002
N -1.287 1.825 -3.932 0.0004
N -1.821 0.750 -4.458 0.0007
C -1.617 -0.126 -3.485 0.0013
N -0.992 0.420 -2.434 0.0243
N -0.788 1.678 -2.742 0.0005
H -1.214 2.921 -5.557 0.0000
H -0.594 3.633 -4.162 0.0000
H -1.922 -1.157 -3.544 0.0001
```

Results
⟨S²⟩	8.7573
2S+1	6
ΔE to the lowest compared entry with this formula, charge and spin	0.0	kJ/mol

***

Entry 7:
A gas-phase ion, C5H3BrNO2 (charge -1) in a non-equilibrium geometry, computed with ωB97M-V with the def2-TZVPD basis set.

```
12
Properties=species:S:1:pos:R:3:nbo_charge:R:1
C -1.139 -0.844 0.055 -0.3015
C 0.246 -0.517 0.085 -0.5204
C -2.126 0.031 0.229 -0.3313
C -1.200 2.223 0.017 0.8119
C 0.855 0.717 0.073 0.5860
N 0.067 1.957 -0.011 -0.6846
O -1.927 3.173 -0.020 -0.5948
O 2.077 0.955 0.093 -0.7406
Br -3.974 -0.240 -0.007 -0.0202
H -1.358 -1.913 -0.041 0.1867
H 0.939 -1.348 0.094 0.2034
H 0.737 2.728 -0.095 0.4055
```

Results
ΔE to the lowest compared entry with this formula, charge and spin	0.0	kJ/mol
charge	-1